1.
The following is a DFT calculation (ωB97M-V/def2-TZVPD) of one molecule with the formula C3H4INO at a distorted geometry.

Cartesian coordinates (Å):
1 C 0.253 -1.434 0.866
2 C -0.282 -0.053 -0.956
3 C 0.137 1.182 0.127
4 N -0.216 -1.188 -0.208
5 O 0.967 0.754 1.001
6 I 0.105 -2.737 2.339
7 H -1.227 0.131 -1.342
8 H 0.319 -0.292 -1.789
9 H 0.724 1.867 -0.490
10 H -0.780 1.770 0.453

Cartesian forces (eV/Å) of the 6 atoms listed first:
-0.5 2.4 -1.6
0.8 1.5 0.9
-0.1 1.1 -2.2
0.0 -2.2 2.3
0.4 -2.5 2.5
0.3 -0.5 0.7

Calculated values
- HOMO (spin up / spin down) (eV) = -8.38 / -8.38
- orbital gap (spin up / spin down) (eV) = 7.64 / 7.64
- energy relative to the best compared isomer or geometry (same formula, charge and spin) (kJ/mol) = 355.7
- E_LUMO (spin up / spin down) (eV) = -0.732 / -0.732
- electronic energy (eV) = -14809.7262

---

2.
The following is a DFT calculation (ωB97M-V/def2-TZVPD) of one molecule with the formula C4H4O2 at a distorted geometry.

Cartesian coordinates (Å):
1 O -2.503 -0.086 -0.080
2 C -1.449 -0.616 0.055
3 O -0.306 0.109 0.485
4 C 0.339 1.622 -0.177
5 C 0.931 -0.395 0.188
6 C 1.865 -1.143 0.039
7 H -1.191 -1.671 -0.090
8 H -0.409 1.751 -0.971
9 H 0.034 2.239 0.674
10 H 2.689 -1.810 -0.122

Cartesian forces (eV/Å) of the 6 atoms listed first:
1.3 -0.4 0.2
-0.9 0.3 -0.2
0.6 -0.2 -0.3
-0.2 0.4 0.0
0.0 -0.6 0.1
-0.5 -0.2 0.1

Calculated values
- HOMO (eV) = -8.18
- orbital gap (eV) = 8.39
- energy relative to the best compared isomer or geometry (same formula, charge and spin) (kJ/mol) = 688.5
- E_LUMO (eV) = 0.210
- electronic energy (eV) = -8299.9416

---

3.
The following is a DFT calculation (ωB97M-V/def2-TZVPD) of C24H31BMgN6O3 as an isolated structure.

Cartesian coordinates (Å):
1 Mg -0.125 0.520 0.033
2 C -1.153 0.908 3.596
3 C -0.223 1.839 2.888
4 C 0.113 3.167 3.185
5 C 0.945 3.576 2.160
6 C 1.609 4.898 1.960
7 N 1.090 2.541 1.311
8 N 0.381 1.461 1.771
9 B 1.975 2.405 0.016
10 N 2.642 1.000 0.042
11 N 1.864 -0.131 0.050
12 C 2.688 -1.166 0.048
13 C 2.157 -2.563 0.055
14 C 4.021 -0.716 0.038
15 C 3.946 0.661 0.034
16 C 5.045 1.671 0.023
17 N 1.109 2.497 -1.294
18 N 0.410 1.402 -1.737
19 C -0.173 1.746 -2.874
20 C -1.076 0.788 -3.582
21 C 0.165 3.068 -3.203
22 C 0.975 3.508 -2.176
23 C 1.628 4.838 -1.997
24 H -1.139 1.086 4.671
25 H -0.871 -0.128 3.410
26 H -2.178 1.050 3.244
27 H -0.208 3.758 4.029
28 H 1.374 5.551 2.798
29 H 1.265 5.384 1.047
30 H 2.693 4.798 1.892
31 H 2.804 3.273 0.008
32 H 1.067 -2.552 0.062
33 H 2.501 -3.108 0.935
34 H 2.491 -3.113 -0.826
35 H 4.920 -1.311 0.034
36 H 6.006 1.160 0.024
37 H 4.998 2.321 0.898
38 H 4.993 2.307 -0.862
39 H -1.013 -0.199 -3.123
40 H -0.807 0.698 -4.635
41 H -2.113 1.124 -3.527
42 H -0.142 3.634 -4.069
43 H 1.394 5.472 -2.851
44 H 2.713 4.749 -1.919
45 H 1.273 5.339 -1.097
46 C -7.478 2.999 -0.302
47 O -6.075 3.222 -0.295
48 C -5.252 2.153 -0.163
49 C -5.747 0.828 -0.024
50 C -4.844 -0.186 0.104
51 C -3.446 0.025 0.097
52 C -2.561 -1.092 0.221
53 C -3.105 -2.480 0.449
54 O -1.311 -1.003 0.148
55 C -2.946 1.380 -0.038
56 O -1.704 1.664 -0.031
57 C -3.907 2.415 -0.168
58 H -7.939 3.974 -0.422
59 H -7.814 2.555 0.636
60 H -7.774 2.357 -1.134
61 H -6.804 0.615 -0.022
62 H -5.226 -1.195 0.206
63 H -3.754 -2.509 1.324
64 H -2.270 -3.159 0.593
65 H -3.689 -2.811 -0.412
66 H -3.553 3.433 -0.270

Cartesian forces (eV/Å) of the 6 atoms listed first:
-0.4 -0.6 0.0
0.0 0.1 0.0
0.0 0.0 0.0
-0.1 0.0 0.1
0.0 0.0 -0.1
0.0 0.0 0.0

Calculated values
- HOMO (eV) = -7.66
- orbital gap (eV) = 8.18
- energy relative to the best compared isomer or geometry (same formula, charge and spin) (kJ/mol) = 0.0
- E_LUMO (eV) = 0.520
- electronic energy (eV) = -46602.3049

---

4.
The following is a DFT calculation (ωB97M-V/def2-TZVPD) of C35H40B2F4N5O5PS2SnTe as an isolated structure.

Cartesian coordinates (Å):
1 Sn 0.892 -0.068 -0.843
2 C -4.020 1.211 -0.475
3 C -2.752 0.753 -1.110
4 N -1.603 1.418 -0.798
5 O -1.774 2.424 0.048
6 B -0.452 3.008 0.592
7 F -0.771 4.265 1.027
8 F 0.466 2.998 -0.458
9 O 0.037 2.221 1.740
10 N -0.020 0.879 1.479
11 C 0.193 0.096 2.464
12 C 0.485 0.541 3.861
13 C 0.106 -1.366 2.151
14 N -0.007 -1.678 0.916
15 O -0.182 -3.001 0.657
16 B -1.180 -3.324 -0.402
17 F -2.460 -3.219 0.169
18 F -0.897 -4.590 -0.853
19 O -1.154 -2.436 -1.624
20 N -1.381 -1.122 -1.353
21 C -2.575 -0.698 -1.482
22 C -3.741 -1.491 -1.966
23 C 0.085 -2.350 3.274
24 H -3.945 0.953 0.586
25 H -4.886 0.715 -0.899
26 H -4.119 2.293 -0.533
27 H 0.430 1.622 3.934
28 H 1.482 0.209 4.157
29 H -0.224 0.095 4.559
30 H -4.634 -1.298 -1.377
31 H -3.503 -2.548 -1.907
32 H -3.948 -1.228 -3.007
33 H 0.982 -2.240 3.886
34 H 0.035 -3.359 2.882
35 H -0.776 -2.177 3.922
36 O 3.003 0.226 1.063
37 C 4.282 0.217 0.438
38 C 4.377 1.233 -0.677
39 C 5.567 1.882 -0.982
40 C 5.565 2.823 -1.997
41 C 4.379 3.097 -2.663
42 C 3.244 2.394 -2.296
43 N 3.249 1.477 -1.334
44 H 2.803 1.128 1.347
45 H 4.400 -0.788 0.031
46 H 5.077 0.394 1.169
47 H 6.469 1.656 -0.429
48 H 6.475 3.349 -2.255
49 H 4.332 3.840 -3.447
50 H 2.294 2.553 -2.795
51 C -4.966 7.154 -4.386
52 C -4.259 5.906 -3.940
53 C -2.949 5.947 -3.496
54 C -2.266 4.799 -3.100
55 C -0.846 4.954 -2.623
56 C -2.946 3.570 -3.167
57 Te -1.758 1.864 -2.995
58 C -4.282 3.497 -3.607
59 C -5.071 2.221 -3.703
60 C -4.909 4.676 -3.980
61 H -4.356 8.038 -4.213
62 H -5.910 7.279 -3.855
63 H -5.196 7.103 -5.452
64 H -2.435 6.899 -3.443
65 H -0.674 5.986 -2.322
66 H -0.134 4.722 -3.420
67 H -0.611 4.315 -1.774
68 H -4.483 1.398 -4.109
69 H -5.940 2.366 -4.343
70 H -5.435 1.915 -2.724
71 H -5.937 4.634 -4.320
72 S 2.410 -2.263 -1.296
73 P 2.313 -1.904 -3.282
74 S 1.205 -0.328 -3.821
75 C 4.015 -1.697 -3.887
76 C 4.512 -0.434 -4.180
77 C 5.849 -0.273 -4.520
78 C 6.690 -1.374 -4.572
79 C 6.195 -2.640 -4.285
80 C 4.863 -2.802 -3.939
81 C 1.709 -3.393 -4.113
82 C 1.120 -4.421 -3.390
83 C 0.620 -5.533 -4.058
84 C 0.714 -5.616 -5.437
85 C 1.300 -4.583 -6.162
86 C 1.792 -3.471 -5.504
87 H 3.843 0.416 -4.150
88 H 6.230 0.715 -4.746
89 H 7.731 -1.249 -4.843
90 H 6.849 -3.501 -4.329
91 H 4.481 -3.789 -3.708
92 H 1.028 -4.345 -2.316
93 H 0.150 -6.325 -3.491
94 H 0.327 -6.484 -5.954
95 H 1.365 -4.645 -7.241
96 H 2.240 -2.659 -6.066

Cartesian forces (eV/Å) of the 6 atoms listed first:
0.1 -0.3 0.0
-0.1 0.0 -0.1
0.1 0.0 0.2
0.0 0.0 0.2
0.0 0.1 -0.1
0.0 -0.1 0.2

Calculated values
- HOMO (eV) = -7.38
- orbital gap (eV) = 6.22
- energy relative to the best compared isomer or geometry (same formula, charge and spin) (kJ/mol) = 81.8
- E_LUMO (eV) = -1.159
- electronic energy (eV) = -110945.3690

---

5.
The following is a DFT calculation (ωB97M-V/def2-TZVPD) of a 15-piece molecular cluster, C19H68N16O15 overall at a distorted geometry.

Cartesian coordinates (Å):
1 C -0.547 -0.297 -0.829
2 C -0.390 0.675 0.323
3 O -0.237 -0.089 1.469
4 H -0.738 0.109 -1.789
5 H -1.489 -0.818 -0.632
6 H 0.271 -0.967 -0.901
7 H -1.144 1.358 0.603
8 H 0.490 1.277 0.019
9 H -1.013 0.103 2.043
10 C 2.500 1.669 2.387
11 C 3.301 2.895 2.894
12 O 2.733 3.330 4.084
13 H 3.134 1.021 1.775
14 H 1.657 1.980 1.802
15 H 2.161 1.006 3.135
16 H 3.197 3.684 2.054
17 H 4.389 2.794 3.053
18 H 2.941 4.243 4.147
19 C 1.621 -2.779 -5.113
20 C 1.790 -1.954 -3.873
21 O 0.557 -1.932 -3.275
22 H 1.444 -3.811 -4.861
23 H 2.540 -2.708 -5.467
24 H 0.873 -2.422 -5.801
25 H 2.116 -0.995 -4.160
26 H 2.567 -2.344 -3.294
27 H 0.192 -1.095 -3.588
28 C 3.335 -0.044 -1.513
29 C 2.644 1.268 -1.643
30 O 3.455 2.190 -2.271
31 H 4.137 -0.030 -0.755
32 H 3.758 -0.348 -2.460
33 H 2.545 -0.715 -1.342
34 H 2.325 1.615 -0.637
35 H 1.713 1.085 -2.240
36 H 3.408 1.965 -3.161
37 C -2.652 0.408 4.119
38 O -3.741 1.278 4.094
39 N -1.912 0.392 5.177
40 N -2.243 -0.243 3.059
41 H -2.186 1.115 5.858
42 H -0.932 -0.039 5.201
43 H -2.996 -0.254 2.315
44 H -1.730 -1.136 3.226
45 C -2.359 3.893 0.314
46 O -1.368 4.648 0.771
47 N -2.247 3.204 -0.771
48 N -3.527 3.808 0.851
49 H -1.236 3.230 -1.102
50 H -2.840 2.468 -1.109
51 H -3.591 4.037 1.842
52 H -4.128 2.993 0.654
53 C 1.541 4.339 -0.397
54 O 0.490 3.679 -1.017
55 N 2.803 4.377 -0.779
56 N 1.300 4.931 0.706
57 H 3.073 3.673 -1.431
58 H 3.459 5.180 -0.557
59 H 0.258 4.935 0.916
60 H 1.941 5.463 1.292
61 C -1.410 -3.415 3.204
62 O -2.456 -3.928 3.917
63 N -1.224 -3.621 1.968
64 N -0.626 -2.433 3.710
65 H -1.768 -4.505 1.632
66 H -0.415 -3.414 1.349
67 H -0.747 -2.290 4.662
68 H 0.276 -2.157 3.330
69 C -0.281 1.382 -4.100
70 O -1.233 2.079 -3.387
71 N -0.498 0.204 -4.504
72 N 0.860 1.905 -4.483
73 H -1.444 -0.121 -4.286
74 H -0.052 -0.157 -5.406
75 H 0.885 2.919 -4.265
76 H 1.692 1.364 -4.733
77 C 2.570 -1.719 2.171
78 O 1.994 -1.613 3.349
79 N 3.653 -2.387 1.966
80 N 2.044 -1.300 1.042
81 H 4.142 -2.863 2.810
82 H 4.109 -2.497 1.072
83 H 1.120 -0.819 1.191
84 H 2.525 -1.152 0.150
85 C -4.469 0.641 0.276
86 O -3.906 0.253 -0.927
87 N -5.129 1.714 0.450
88 N -4.517 -0.067 1.345
89 H -5.494 2.235 -0.392
90 H -5.541 2.002 1.359
91 H -4.179 -1.036 1.188
92 H -4.960 0.232 2.195
93 C 1.328 -4.634 0.398
94 O 0.642 -5.684 -0.196
95 N 2.415 -4.613 1.134
96 N 0.853 -3.433 0.154
97 H 2.793 -5.460 1.577
98 H 2.718 -3.694 1.576
99 H 0.142 -3.314 -0.565
100 H 1.461 -2.585 0.462
101 C -0.605 2.938 3.197
102 O 0.171 4.093 3.351
103 H -0.123 2.090 3.668
104 H -0.635 2.759 2.172
105 H -1.649 2.914 3.581
106 H 1.072 3.822 3.301
107 C -0.835 -4.988 -2.839
108 O -0.754 -3.764 -2.142
109 H -1.099 -5.848 -2.283
110 H -0.019 -5.258 -3.429
111 H -1.565 -4.877 -3.627
112 H -0.330 -3.089 -2.744
113 C -3.233 -2.007 -3.002
114 O -2.785 -0.760 -3.509
115 H -2.737 -2.812 -3.526
116 H -4.275 -2.289 -3.188
117 H -2.978 -2.121 -1.926
118 H -2.937 -0.076 -2.862

Cartesian forces (eV/Å) of the 6 atoms listed first:
-2.6 0.3 0.7
1.6 0.2 -1.9
0.7 -0.5 1.2
0.2 1.0 -0.9
0.3 -0.6 0.0
0.7 -0.7 0.1

Calculated values
- HOMO (eV) = -8.31
- orbital gap (eV) = 8.03
- energy relative to the best compared isomer or geometry (same formula, charge and spin) (kJ/mol) = 170.0
- E_LUMO (eV) = -0.287
- electronic energy (eV) = -75355.9039